Density functional theory data (ωB97M-V with the def2-TZVPD basis set) for a molecular structure, C9H14Cl3N6O10V.

Geometry as XYZ:
```
43
Properties=species:S:1:pos:R:3
V 0.306 -0.282 -0.474
O 1.391 3.511 -0.230
C 0.974 2.351 0.366
O 0.364 1.482 -0.574
C 2.213 1.586 0.842
O 1.864 0.199 0.939
C 1.413 -0.242 2.243
C -0.104 -0.191 2.315
O -0.718 -0.090 3.337
O -0.683 -0.324 1.118
H 0.619 4.031 -0.493
H 2.554 1.950 1.809
H 3.008 1.666 0.107
H 1.872 0.362 3.020
H 1.729 -1.280 2.337
N -1.405 -0.383 -1.734
N -1.095 -0.633 -3.080
C 0.192 -0.549 -3.497
N 0.441 -0.664 -4.790
N 1.064 -0.377 -2.510
N 2.411 -0.202 -2.779
O 3.078 -0.016 -1.792
O 2.820 -0.239 -3.923
H -1.992 -1.130 -1.332
H -1.891 0.508 -1.641
H -1.853 -0.741 -3.734
H -0.304 -0.766 -5.459
H 1.403 -0.598 -5.092
Cl -2.747 -2.914 3.556
C -4.003 -2.408 2.432
Cl -5.249 -3.653 2.267
Cl -4.714 -0.870 2.921
C -3.381 -2.221 1.112
N -2.887 -2.099 0.088
O 1.120 -3.308 1.382
C 0.561 -3.185 0.339
O 0.609 -2.057 -0.398
H -0.048 -3.952 -0.152
C 0.232 3.602 2.267
O 0.025 2.514 1.359
H -0.305 3.342 3.174
H -0.172 4.528 1.859
H 1.289 3.743 2.496
```

Output
Charge: +1
Energy relative to the best compared isomer or geometry (same formula, charge and spin) (kcal/mol): 0.00
2S+1: 2
Frontier orbital gap (alpha / beta) (eV): 7.95 / 8.75
Expectation value of S²: 0.76
Lowest unoccupied orbital energy (alpha / beta) (hartree): -0.1777 / -0.1529
E_HOMO (alpha / beta) (eV): -12.786 / -12.913

***

Density functional theory data (ωB97M-V with the def2-TZVPD basis set) for a molecular structure, C12H7N2O5Pd at a distorted geometry.

Geometry as XYZ:
```
27
Properties=species:S:1:pos:R:3
O -0.455 4.001 -5.673
C -0.013 4.626 -4.788
Pd -0.288 0.576 -1.868
O -0.959 3.029 -0.200
C -0.456 2.322 -0.959
C -0.077 -2.250 -2.605
O 0.167 -2.939 -3.465
C 1.886 0.773 -1.796
O 2.905 0.340 -1.959
C -2.273 0.838 -2.130
O -3.418 0.801 -2.034
H -0.226 2.041 -2.748
N -1.270 -2.239 1.505
C -1.469 -1.688 0.293
N -0.590 -0.731 0.077
C 0.230 -0.597 1.176
C 1.205 0.358 1.449
C 1.756 0.349 2.723
C 1.359 -0.614 3.665
C 0.390 -1.604 3.369
C -0.174 -1.562 2.100
H -1.827 -3.003 1.901
H -2.253 -1.987 -0.404
H 1.459 1.054 0.673
H 2.507 1.096 2.991
H 1.824 -0.589 4.658
H 0.061 -2.397 4.051
```

Output
Charge: +1
Energy relative to the best compared isomer or geometry (same formula, charge and spin) (kcal/mol): 29.22
2S+1: 3
Frontier orbital gap (alpha / beta) (eV): 7.11 / 6.56
Expectation value of S²: 2.01
Lowest unoccupied orbital energy (alpha / beta) (hartree): -0.1476 / -0.2056
E_HOMO (alpha / beta) (eV): -11.126 / -12.151

***

Density functional theory data (ωB97M-V with the def2-TZVPD basis set) for 4 unconnected molecules or ions with the total composition C16H44N4O4 at a distorted geometry.

Geometry as XYZ:
```
68
Properties=species:S:1:pos:R:3
C -0.055 -2.337 -0.602
C -0.636 -1.060 -1.171
C 0.458 -0.113 -1.575
O 1.357 0.255 -0.543
C 0.888 1.236 0.348
N -1.492 -1.398 -2.338
H 0.518 -2.134 0.306
H 0.593 -2.877 -1.300
H -0.814 -3.068 -0.306
H -1.240 -0.616 -0.374
H 0.080 0.849 -1.958
H 1.097 -0.543 -2.352
H 0.455 2.093 -0.178
H 1.693 1.565 1.002
H 0.152 0.782 1.028
H -1.291 -0.723 -3.068
H -1.235 -2.318 -2.673
C 7.130 -0.829 -2.020
C 5.839 -1.629 -2.165
C 4.687 -0.801 -2.670
O 5.022 -0.163 -3.869
C 3.992 0.666 -4.333
N 6.158 -2.782 -3.067
H 7.746 -1.245 -1.223
H 6.903 0.191 -1.703
H 7.682 -0.834 -2.955
H 5.600 -2.151 -1.238
H 4.336 -0.051 -1.943
H 3.824 -1.478 -2.808
H 3.060 0.122 -4.552
H 4.294 1.026 -5.318
H 3.789 1.495 -3.650
H 6.266 -2.375 -3.996
H 5.347 -3.386 -3.180
C -0.726 3.254 9.049
C 0.199 2.857 7.911
C -0.515 2.586 6.611
O 0.400 1.957 5.725
C 0.133 2.197 4.365
N 1.167 3.944 7.692
H -0.880 4.334 9.019
H -0.241 2.998 9.994
H -1.705 2.776 9.055
H 0.754 1.944 8.169
H -0.833 3.540 6.175
H -1.353 1.907 6.809
H 0.980 1.782 3.822
H 0.045 3.278 4.203
H -0.785 1.733 3.980
H 1.638 4.172 8.562
H 1.904 3.593 7.086
C -4.500 -3.425 -3.349
C -5.670 -2.494 -3.115
C -5.199 -1.131 -2.668
O -6.293 -0.230 -2.671
C -5.977 1.046 -2.152
N -6.441 -2.398 -4.399
H -4.109 -3.901 -2.442
H -3.655 -2.903 -3.803
H -4.803 -4.293 -3.938
H -6.352 -2.951 -2.395
H -4.495 -0.765 -3.440
H -4.617 -1.132 -1.740
H -6.523 1.222 -1.222
H -6.321 1.811 -2.856
H -4.903 1.178 -2.018
H -6.796 -1.445 -4.447
H -5.730 -2.409 -5.130
```

Output
Energy relative to the best compared isomer or geometry (same formula, charge and spin) (kcal/mol): 19.80
Frontier orbital gap (eV): 9.86
Lowest unoccupied orbital energy (hartree): 0.0186
E_HOMO (eV): -9.353
Structure (SMILES): COC[C@H](C)N.COC[C@H](C)N.COC[C@H](C)N.COC[C@H](C)N